{
  "formula": "C3Br2N2O5S",
  "method": "the ωB97M-V functional and the def2-TZVPD basis",
  "species": ["Br", "Br", "S", "O", "O", "O", "O", "O", "N", "N", "C", "C", "C"],
  "coordinates": [[0.096529, -2.257676, -1.532180], [-1.954450, -0.102676, -2.135716], [-0.958652, -1.515787, 1.264654], [-1.363676, -0.873618, 2.445170], [0.578171, 1.238621, 1.772644], [-2.069962, -2.093813, 0.567678], [0.244790, -2.251848, 1.353859], [0.908146, 1.526364, -2.810626], [-0.432965, -0.171254, 0.236680], [0.997257, 1.642246, -0.447572], [0.728906, 1.330137, -1.646907], [0.410601, 0.911361, 0.598002], [-0.348857, -0.391065, -1.187646]],
  "forces_ev_per_a": [[0.9, -0.3, -1.3], [-1.8, 0.4, -0.7], [-0.4, 1.6, -0.7], [-0.7, 1.3, 2.8], [0.1, -0.3, -1.3], [-0.3, -0.6, -0.9], [1.6, -1.8, 0.5], [0.0, 0.6, 0.2], [0.4, 0.5, -2.4], [-0.1, 0.7, 0.5], [-0.6, -3.4, 0.2], [-0.4, 0.0, 1.7], [1.2, 1.2, 1.4]],
  "multiplicity": 1,
  "e_tot_ev": -167249.251,
  "total_charge": -2,
  "homo_lumo_gap_ev": 6.391,
  "de_lowest_kcal_mol": 30.17
}